The following is a quantum chemistry calculation of C17H34N2NbO3PS3 as an isolated structure, from OMol25.

Multiplicity = 2
Net charge = +1
ΔE to the lowest compared entry with this formula, charge and spin = 1.566 eV
Total energy = -70644.21411 eV

Atoms and positions in Å:
Nb -0.67 0.02 -1.02
C -3.04 -2.83 -0.93
C -2.28 -2.63 -2.11
C -2.11 -1.23 -2.32
C -2.83 -0.56 -1.22
C -3.31 -1.58 -0.34
H -3.36 -3.77 -0.52
H -1.94 -3.39 -2.83
H -1.88 -0.79 -3.31
H -3.27 0.46 -1.31
H -3.82 -1.39 0.59
C 1.02 4.25 3.70
C 0.14 3.20 3.11
O 0.99 2.30 2.23
P 0.47 0.82 1.94
S 1.51 0.09 0.40
S -1.47 0.78 1.19
O 0.60 0.02 3.28
C 1.60 0.33 4.38
C 0.85 0.12 5.64
H 0.39 4.91 4.28
H 1.43 4.83 2.89
H 1.82 3.90 4.35
H -0.65 3.62 2.43
H -0.28 2.52 3.86
H 1.98 1.35 4.23
H 2.39 -0.42 4.25
H -0.13 0.63 5.70
H 1.50 0.40 6.48
H 0.62 -0.95 5.75
C -0.14 4.30 -1.85
C 0.40 2.81 -1.96
C 1.45 2.62 -3.11
C -0.80 1.84 -2.14
H 0.66 5.02 -1.52
H -0.99 4.32 -1.16
H -0.50 4.71 -2.84
H 0.94 2.59 -1.02
H 1.09 2.99 -4.09
H 1.71 1.55 -3.24
H 2.40 3.14 -2.84
H -1.05 1.75 -3.22
H -1.72 2.29 -1.71
N 0.74 -0.77 -5.05
C 0.88 -1.69 -4.08
N 0.83 -3.02 -4.37
S 1.16 -1.19 -2.41
H 0.65 -1.01 -6.04
H 0.87 0.20 -4.81
H 0.58 -3.34 -5.32
H 0.89 -3.68 -3.60
C 1.07 -3.43 2.11
C 0.14 -3.48 0.85
C -0.22 -4.93 0.37
O -0.24 -2.46 0.27
H 2.05 -3.87 1.82
H 0.64 -4.04 2.92
H 1.18 -2.42 2.47
H 0.66 -5.59 0.23
H -0.82 -4.78 -0.54
H -0.81 -5.43 1.15

The following is a quantum chemistry calculation of C22H17NO6S3SbZn as an isolated structure, from OMol25.

Multiplicity = 2
Net charge = -2
ΔE to the lowest compared entry with this formula, charge and spin = 0.000 eV
Total energy = -124332.14428 eV

Atoms and positions in Å:
Zn 0.07 2.25 -0.49
O 0.47 0.04 -0.05
C 1.15 -0.03 1.20
C 0.32 0.96 2.10
O 0.09 0.72 3.29
O -0.03 2.03 1.46
C 2.58 0.56 1.13
C 3.18 1.08 2.28
C 4.46 1.61 2.24
C 5.18 1.62 1.04
C 4.59 1.08 -0.10
C 3.31 0.55 -0.06
C 1.28 -1.49 1.67
C 1.38 -1.86 3.02
C 1.58 -3.19 3.38
C 1.70 -4.17 2.41
C 1.61 -3.82 1.07
C 1.41 -2.49 0.70
H 0.91 -0.44 -0.80
H 2.62 1.09 3.21
H 4.90 2.03 3.14
H 6.17 2.04 1.00
H 5.13 1.08 -1.04
H 2.88 0.14 -0.97
H 1.28 -1.10 3.78
H 1.65 -3.45 4.43
H 1.87 -5.21 2.69
H 1.71 -4.57 0.29
H 1.35 -2.25 -0.35
S 1.00 1.09 -5.92
Sb 0.52 0.62 -3.71
S 1.59 -1.31 -2.95
S 1.34 2.47 -2.35
O -2.43 -1.13 -0.86
C -3.57 -0.73 -1.44
C -4.41 -1.73 -1.93
C -5.61 -1.41 -2.55
C -6.00 -0.07 -2.66
C -5.18 0.92 -2.15
C -3.97 0.61 -1.55
C -3.12 1.73 -0.99
O -3.72 2.74 -0.55
O -1.86 1.52 -1.01
H -1.89 -0.35 -0.65
H -4.09 -2.77 -1.82
H -6.23 -2.19 -2.94
H -6.94 0.18 -3.15
H -5.47 1.96 -2.20
N -1.65 4.50 -0.01
C -0.50 4.48 -0.05
H -2.62 4.03 -0.21

The following is a quantum chemistry calculation of C34H34F4N8OSTa as an isolated structure, from OMol25.

Net charge = +3
ΔE to the lowest compared entry with this formula, charge and spin = 0.882 eV
Total energy = -73012.15487 eV

Atoms and positions in Å:
Ta -16.02 -15.77 2.54
N -17.83 -14.90 -1.47
C -17.03 -15.18 -0.42
S -17.88 -15.43 1.08
N -15.76 -15.21 -0.56
N -15.10 -15.59 0.54
C -13.90 -16.07 0.34
C -13.32 -16.18 -0.98
C -13.73 -17.20 -1.85
C -13.04 -17.31 -3.07
C -11.98 -16.44 -3.33
C -11.61 -15.41 -2.46
C -12.28 -15.31 -1.28
C -13.10 -16.35 1.55
C -11.74 -16.61 1.51
C -11.08 -16.74 2.75
C -11.84 -16.69 3.91
C -13.21 -16.42 3.83
N -13.81 -16.26 2.69
H -18.82 -14.98 -1.34
H -17.54 -14.70 -2.41
H -14.53 -17.88 -1.57
H -13.33 -18.03 -3.85
H -11.48 -16.58 -4.30
H -10.89 -14.70 -2.79
H -11.97 -14.55 -0.55
H -11.23 -16.66 0.57
H -10.04 -16.97 2.79
H -11.38 -16.81 4.87
H -13.88 -16.36 4.68
C -19.02 -16.80 3.65
N -17.97 -15.79 3.98
C -18.65 -14.47 4.20
C -17.27 -16.17 5.22
C -16.62 -17.51 5.06
N -16.06 -17.52 3.69
C -15.78 -18.80 3.20
C -15.95 -19.02 1.84
F -16.28 -17.90 1.10
C -15.81 -20.24 1.25
F -15.94 -20.30 -0.09
C -15.59 -21.36 2.01
C -15.42 -21.20 3.37
F -15.13 -22.19 4.15
C -15.51 -19.93 3.96
F -15.23 -19.79 5.25
H -19.65 -16.98 4.54
H -18.57 -17.72 3.31
H -19.67 -16.41 2.87
H -19.44 -14.57 4.93
H -19.11 -14.07 3.29
H -17.90 -13.77 4.57
H -18.00 -16.12 6.05
H -16.52 -15.41 5.42
H -17.35 -18.35 5.14
H -15.84 -17.64 5.86
H -15.50 -22.34 1.57
C -15.65 -9.29 4.17
N -15.79 -10.54 3.39
N -15.50 -11.77 3.92
C -16.02 -12.71 3.09
O -15.76 -14.01 3.31
C -16.78 -12.10 2.09
C -16.58 -10.69 2.30
C -17.07 -9.50 1.52
C -14.42 -11.85 4.87
C -13.18 -11.46 4.43
C -12.13 -11.41 5.35
C -12.32 -11.76 6.67
C -13.56 -12.18 7.09
C -14.63 -12.21 6.19
H -14.75 -9.39 4.76
H -16.48 -9.32 4.85
H -15.63 -8.42 3.52
H -17.33 -12.66 1.35
H -17.60 -9.73 0.60
H -16.20 -8.94 1.21
H -17.69 -8.85 2.16
H -13.09 -11.14 3.37
H -11.16 -11.09 4.99
H -11.57 -11.57 7.42
H -13.80 -12.31 8.11
H -15.59 -12.57 6.55

The following is a quantum chemistry calculation of C31H32FeN5O6Te as an isolated structure, from OMol25.

Multiplicity = 6
Net charge = -2
ΔE to the lowest compared entry with this formula, charge and spin = 1.477 eV
Total energy = -94084.75871 eV

Atoms and positions in Å:
Fe 0.89 2.59 2.15
O 0.30 -0.15 2.55
C 0.27 -0.42 3.93
C -0.32 0.71 4.75
N 0.35 1.99 4.58
C 1.67 2.01 5.21
C 2.80 1.57 4.27
O 3.76 0.98 4.76
O 2.64 1.93 3.06
C -0.47 3.11 5.00
C 0.09 4.44 4.47
O 0.04 5.42 5.21
O 0.53 4.39 3.28
H -0.52 0.31 2.29
H 1.30 -0.63 4.24
H -0.33 -1.33 4.12
H -0.31 0.40 5.81
H -1.36 0.85 4.44
H 1.69 1.39 6.12
H 1.91 3.03 5.48
H -0.56 3.19 6.09
H -1.47 2.99 4.57
C 1.08 -6.07 -4.79
C 1.01 -4.89 -3.86
C 0.15 -3.83 -4.08
C 0.10 -2.73 -3.22
C -0.87 -1.61 -3.53
C 0.93 -2.67 -2.08
Te 1.20 -0.73 -0.84
N 1.12 1.32 -0.22
C 0.94 2.54 -0.63
O 0.95 3.53 0.17
C 0.68 2.87 -2.08
C -0.26 3.85 -2.38
C -0.57 4.14 -3.70
C 0.07 3.47 -4.73
C 1.02 2.49 -4.44
C 1.32 2.19 -3.12
C -0.87 -0.86 -0.35
C -1.69 0.19 -0.75
C -3.04 0.20 -0.43
C -3.58 -0.86 0.28
C -2.77 -1.91 0.67
C -1.40 -1.93 0.37
C -0.57 -3.09 0.87
C 1.80 -3.75 -1.85
C 2.71 -3.83 -0.64
C 1.83 -4.84 -2.73
H 0.48 -5.89 -5.69
H 0.70 -6.97 -4.31
H 2.11 -6.27 -5.10
H -0.50 -3.84 -4.95
H -1.26 -1.70 -4.55
H -0.39 -0.64 -3.42
H -1.71 -1.63 -2.83
H -0.76 4.36 -1.56
H -1.31 4.90 -3.92
H -0.18 3.69 -5.76
H 1.52 1.96 -5.24
H 2.04 1.42 -2.87
H -1.27 1.02 -1.30
H -3.65 1.05 -0.71
H -4.64 -0.86 0.54
H -3.19 -2.73 1.24
H -0.82 -4.01 0.34
H -0.77 -3.26 1.94
H 0.49 -2.89 0.74
H 2.78 -2.88 -0.12
H 3.71 -4.15 -0.92
H 2.32 -4.57 0.07
H 2.51 -5.66 -2.53
N -3.09 5.17 -1.01
C -2.96 4.31 -0.24
N -2.96 3.32 0.62
C -2.05 2.73 1.28
N -1.34 2.07 1.96

The following is a quantum chemistry calculation of C27H18N7PdS as an isolated structure, from OMol25.

Net charge = +1
ΔE to the lowest compared entry with this formula, charge and spin = 1.413 eV
Total energy = -53030.16626 eV

Atoms and positions in Å:
Pd 0.03 0.67 -1.35
C -2.34 -2.54 -3.07
C -1.69 -1.33 -2.95
N -0.85 -1.09 -1.95
C -0.65 -2.08 -1.03
C -1.33 -3.29 -1.19
N -2.16 -3.52 -2.19
C 0.24 -1.75 0.07
C 0.57 -2.55 1.15
C 1.39 -2.07 2.17
C 1.82 -0.74 2.07
C 1.47 0.04 0.98
N 0.73 -0.50 0.00
C 1.78 1.44 0.76
C 2.50 2.26 1.64
N 2.72 3.54 1.41
C 2.21 4.05 0.29
C 1.49 3.28 -0.61
N 1.28 1.98 -0.38
C 1.79 -2.92 3.32
C 1.37 -4.25 3.42
C 1.78 -5.01 4.50
N 2.57 -4.55 5.46
C 2.97 -3.29 5.38
C 2.61 -2.45 4.34
H -3.02 -2.74 -3.89
H -1.84 -0.53 -3.67
H -1.20 -4.10 -0.48
H 0.16 -3.55 1.20
H 2.41 -0.29 2.86
H 2.92 1.85 2.55
H 2.40 5.10 0.10
H 1.08 3.70 -1.51
H 0.72 -4.71 2.68
H 1.46 -6.05 4.59
H 3.61 -2.94 6.18
H 2.99 -1.44 4.35
S -3.91 2.96 -0.53
C -3.71 2.09 0.92
C -2.58 1.31 0.93
C -1.84 1.41 -0.27
C -2.43 2.27 -1.16
C -1.89 2.56 -2.47
C -2.46 3.43 -3.40
C -1.85 3.62 -4.62
C -0.66 2.95 -4.91
C -0.14 2.11 -3.96
N -0.73 1.91 -2.77
H -4.44 2.19 1.71
H -2.30 0.69 1.77
H -3.38 3.93 -3.15
H -2.29 4.29 -5.34
H -0.16 3.09 -5.86
H 0.78 1.56 -4.13

The following is a quantum chemistry calculation of a 2-piece molecular cluster, C5H11NO overall, from OMol25.

Net charge = 0
ΔE to the lowest compared entry with this formula, charge and spin = 4.082 eV
Total energy = -8897.61524 eV
SMILES = C=CC/C=C/N.O

Atoms and positions in Å:
C -1.05 -0.69 3.11
C -0.61 0.17 2.14
C 0.28 -0.39 1.03
C 0.07 0.04 -0.38
C 0.03 -1.00 -1.26
N -0.35 -0.92 -2.58
H -1.81 -0.37 3.81
H -0.87 -1.73 2.86
H -0.63 1.24 1.98
H 0.24 -1.51 1.19
H 1.47 -0.30 1.28
H 0.18 1.10 -0.55
H 0.67 -1.84 -1.10
H 0.21 -1.51 -3.08
H -0.76 -0.15 -3.10
O 0.92 2.47 -2.10
H 1.56 2.15 -1.32
H 0.44 3.24 -1.92

The following is a quantum chemistry calculation of an isolated ion of composition CH5NO2P and charge -1, from OMol25.

Net charge = -1
ΔE to the lowest compared entry with this formula, charge and spin = 5.513 eV
Total energy = -15989.94494 eV
SMILES = CP([O-])ON

Atoms and positions in Å:
C -0.62 -1.37 0.50
P 0.45 0.11 1.21
O -0.75 1.59 0.78
O 1.46 0.33 -0.09
N 1.01 1.24 -1.11
H -1.45 -1.33 1.08
H -0.04 -2.19 0.59
H -0.77 -1.13 -0.51
H 0.39 0.89 -1.80
H 0.32 1.87 -0.63

The following is a quantum chemistry calculation of a 8-piece molecular cluster, C8H24N8O16 overall, from OMol25.

Net charge = 0
ΔE to the lowest compared entry with this formula, charge and spin = 2.740 eV
Total energy = -53340.92092 eV
SMILES = C[N+](=O)[O-].C[N+](=O)[O-].C[N+](=O)[O-].C[N+](=O)[O-].C[N+](=O)[O-].C[N+](=O)[O-].C[N+](=O)[O-].C[N+](=O)[O-]

Atoms and positions in Å:
C 5.79 15.41 9.56
N 4.77 16.48 9.90
O 3.63 16.05 10.03
O 5.18 17.64 9.98
H 5.13 14.57 9.39
H 6.45 15.11 10.38
H 6.46 15.67 8.73
C 7.49 6.52 7.66
N 7.57 5.53 6.58
O 7.07 4.42 6.83
O 8.14 5.84 5.60
H 8.33 6.21 8.29
H 6.53 6.42 8.16
H 7.67 7.53 7.29
C 9.61 11.06 11.54
N 10.25 12.41 11.36
O 10.03 13.28 12.26
O 10.66 12.60 10.29
H 10.05 10.65 12.45
H 9.76 10.32 10.76
H 8.56 11.36 11.64
C 0.80 10.18 11.14
N 2.10 10.48 10.57
O 2.33 10.03 9.49
O 2.84 11.17 11.16
H 0.33 11.07 11.56
H 0.80 9.57 12.04
H 0.22 9.81 10.30
C 6.61 13.29 15.66
N 7.41 14.38 16.29
O 7.94 14.05 17.36
O 7.36 15.51 15.75
H 6.37 13.65 14.66
H 5.69 13.00 16.17
H 7.35 12.49 15.71
C 11.42 9.67 19.56
N 12.07 10.47 18.45
O 11.38 10.47 17.46
O 13.18 10.92 18.60
H 12.09 8.81 19.58
H 10.39 9.36 19.38
H 11.64 10.28 20.44
C 5.32 8.33 17.99
N 5.72 8.14 16.64
O 6.88 8.20 16.39
O 4.86 7.96 15.79
H 4.67 9.20 18.14
H 6.20 8.52 18.61
H 4.77 7.42 18.22
C 14.25 16.75 9.30
N 14.78 18.06 9.65
O 14.93 18.34 10.84
O 15.20 18.71 8.70
H 14.60 16.37 8.35
H 13.19 16.90 9.12
H 14.37 16.00 10.08

The following is a quantum chemistry calculation of a 2-piece molecular cluster, C5H13N3O overall, from OMol25.

Net charge = 0
ΔE to the lowest compared entry with this formula, charge and spin = 4.233 eV
Total energy = -11910.38365 eV
SMILES = NNC1(N)CC1.C=CO

Atoms and positions in Å:
N -1.93 -0.35 1.51
N -1.82 0.46 0.36
C -0.98 0.04 -0.70
N -0.70 -1.33 -0.74
C -0.96 0.90 -1.93
C 0.28 1.11 -1.10
H -2.04 -1.33 1.24
H -1.07 -0.27 2.04
H -2.74 0.76 0.06
H -0.50 -1.64 -1.69
H 0.14 -1.55 -0.15
H -1.68 1.71 -1.95
H -0.85 0.38 -2.87
H 1.20 0.73 -1.52
H 0.33 2.05 -0.57
C 1.61 -1.24 1.27
C 1.75 0.10 1.20
O 2.80 0.65 0.52
H 1.00 -1.67 2.04
H 2.32 -1.88 0.77
H 1.15 0.77 1.80
H 2.68 1.60 0.43

The following is a quantum chemistry calculation of a 4-piece molecular cluster, C2H12O3S overall, from OMol25.

Net charge = 0
ΔE to the lowest compared entry with this formula, charge and spin = 1.137 eV
Total energy = -19245.60015 eV
SMILES = CSC.O.O.O

Atoms and positions in Å:
C -0.97 -0.73 3.10
S -0.57 -1.28 1.43
C -1.35 0.00 0.42
H -0.88 -1.47 3.85
H -0.54 0.32 3.29
H -2.02 -0.53 2.94
H -1.81 0.80 1.08
H -2.33 -0.36 -0.14
H -0.64 0.44 -0.35
O -0.20 -0.52 -3.42
H -0.18 0.39 -2.95
H 0.70 -0.50 -3.87
O 2.15 0.89 0.12
H 1.82 0.69 1.02
H 1.74 0.19 -0.33
O 1.10 2.09 -2.27
H 0.95 3.08 -2.37
H 1.88 2.05 -1.66